P:
Below is a 2-piece molecular cluster, C4H11N3 overall, with properties calculated with ωB97M-V with the def2-TZVPD basis set.

Structure (ORCA input):
```
! wB97M-V def2-TZVPD RIJCOSX def2/J DEFGRID3
* xyz 2 1
C -2.3686 0.1589 0.0552
C -0.1364 -0.7136 -0.1334
C -0.3474 -2.1097 0.0214
C 3.2426 0.9017 0.3092
N -3.1763 1.1571 0.0756
N -1.0475 0.2551 -0.2134
N 2.1158 1.0060 -0.4098
H -2.7499 -0.8300 0.3094
H 0.0966 -2.4125 0.9821
H -1.3726 -2.4874 -0.0543
H 0.2978 -2.6446 -0.6918
H 3.8400 -0.0337 0.2028
H 3.1112 1.2215 1.3467
H 4.0189 1.5482 -0.1848
H -4.1573 1.0369 0.3252
H -2.8955 2.1109 -0.1540
H -0.6656 1.1856 -0.4196
H 2.1940 0.6495 -1.3664
*
```

E_HOMO (spin up / spin down) = -18.4 / -17.0 eV
Kohn-Sham gap (spin up / spin down) = 8.525 / 6.237 eV

***

Q:
Below is an isolated ion of composition C4H11N3 and charge +2, with properties calculated with ωB97M-V with the def2-TZVPD basis set.

Structure (ORCA input):
```
! wB97M-V def2-TZVPD RIJCOSX def2/J DEFGRID3
* xyz 2 1
C 1.5774 -0.1603 -1.2322
C -0.5511 0.8375 -0.2198
C -1.3555 -1.3679 -0.0722
C 1.2152 -0.3305 1.2370
N -0.4968 2.1082 -0.1904
N -1.5546 0.0692 -0.3827
N 0.9150 0.1156 -0.1800
H 2.4902 -0.6298 -1.0389
H 1.3602 0.2405 -2.2159
H -0.9495 -1.8838 -1.0246
H -2.3330 -1.8215 0.2053
H -0.7440 -1.6024 0.8300
H 0.7719 -1.2560 1.1769
H 0.8687 0.3819 2.0166
H 2.2702 -0.5304 1.5263
H -1.3336 2.7406 -0.0587
H 0.3025 2.6958 -0.1531
H -2.4532 0.3933 -0.2239
*
```

E_HOMO = -20.3 eV
Kohn-Sham gap = 10.780 eV
SMILES string = C=[N+](C)/C(N)=[NH+]\C

***

R:
Below is an isolated ion of composition C4H11N3 and charge +2, with properties calculated with ωB97M-V with the def2-TZVPD basis set.

Structure (ORCA input):
```
! wB97M-V def2-TZVPD RIJCOSX def2/J DEFGRID3
* xyz 2 1
C 1.6482 1.9575 2.0004
C 0.4666 0.3981 1.1678
C -0.0800 0.3418 -0.2423
C -0.4322 -1.0971 -0.5874
N 0.3233 1.8985 1.8880
N 1.8961 0.7622 1.4062
N -1.2491 -1.2619 -1.9091
H 2.2374 2.5851 2.6592
H 0.0890 -0.3016 1.9198
H 0.6838 0.7722 -0.8831
H -0.9976 0.9707 -0.2109
H 0.6009 -1.6477 -0.9006
H -0.8415 -1.7434 0.2206
H -0.4567 2.6490 1.9206
H 2.8122 0.2057 1.5097
H -0.9071 -0.8467 -2.7900
H -2.2777 -1.2794 -1.9410
H -1.2914 -2.2554 -2.1070
*
```

E_HOMO = -18.7 eV
Kohn-Sham gap = 11.568 eV
SMILES string = [NH3+]CC[C@@H]1NC=[NH+]1

***

S:
Below is C4H11N3 as an isolated structure, with properties calculated with ωB97M-V with the def2-TZVPD basis set.

Structure (ORCA input):
```
! wB97M-V def2-TZVPD RIJCOSX def2/J DEFGRID3
* xyz 2 1
C -0.0635 -1.9916 2.2380
C 0.3676 -0.5972 0.8782
C -0.4546 0.2445 -0.1205
C 0.3259 0.6897 -1.3683
N 0.2436 -2.1274 0.9761
N -0.0036 -0.7152 2.3171
N -0.2126 1.9802 -2.0162
H -0.2023 -2.6744 3.0577
H 1.4591 -0.4769 0.7508
H -1.0810 0.9256 0.4536
H -1.3265 -0.3855 -0.4806
H 1.3565 0.9362 -1.2112
H 0.0623 -0.0191 -2.1534
H 0.7235 -2.8086 0.4737
H -0.2246 0.1103 2.9099
H 0.1643 2.9446 -1.6744
H -1.2657 2.0003 -2.0299
H 0.1316 1.9645 -3.0007
*
```

E_HOMO = -19.1 eV
Kohn-Sham gap = 12.114 eV

***

Stability summary: most stable S, least stable P.

***

P:
Below is C4H3MgO2Tl as an isolated structure, with properties calculated with ωB97M-V with the def2-TZVPD basis set.

Structure (ORCA input):
```
! wB97M-V def2-TZVPD RIJCOSX def2/J DEFGRID3
* xyz 1 2
Mg -4.0033 -0.2183 -2.0685
O -0.5645 -0.6669 -0.0448
C 0.4607 0.0863 -0.7696
H 1.0934 -0.4756 -1.4664
H 0.0069 0.9390 -1.2879
C 1.6420 1.3876 1.2495
C 1.1564 0.3961 0.5415
C 0.0980 -0.3355 1.2846
O -0.1456 -0.8775 2.3174
Tl -1.8281 -2.6091 -0.8858
H 2.0842 2.3739 1.1300
*
```

E_HOMO (spin up / spin down) = -11.1 / -11.1 eV
Kohn-Sham gap (spin up / spin down) = 6.774 / 6.528 eV

***

Q:
Below is C4H3MgO2Tl as an isolated structure, with properties calculated with ωB97M-V with the def2-TZVPD basis set.

Structure (ORCA input):
```
! wB97M-V def2-TZVPD RIJCOSX def2/J DEFGRID3
* xyz 1 2
Mg -1.5568 1.5943 2.6818
O -0.3930 1.1890 1.1821
C -0.5479 0.3245 0.1504
H -0.2329 -1.5758 1.2614
H -1.2631 0.6626 -0.6150
C 0.4472 -1.5196 -0.8223
C -0.3263 -1.0680 0.2955
C 0.8346 -0.3561 -1.4452
O 1.6670 0.4006 -1.8274
Tl 1.0516 2.7974 0.5169
H 0.3196 -2.4488 -1.3782
*
```

E_HOMO (spin up / spin down) = -11.3 / -11.7 eV
Kohn-Sham gap (spin up / spin down) = 6.927 / 6.390 eV

***

Stability summary: most stable Q, least stable P.

***

P:
Below is the molecule CH2N4OS, with properties calculated with ωB97M-V with the def2-TZVPD basis set.

Structure (ORCA input):
```
! wB97M-V def2-TZVPD RIJCOSX def2/J DEFGRID3
* xyz 0 1
C -0.7760 -0.6785 -0.2510
H -1.1434 1.5030 0.7737
H 2.1093 0.5960 -0.1938
N 0.0020 0.4375 -0.3205
N 1.2512 0.0534 0.0720
N 1.2853 -1.3211 0.0482
N 0.0861 -1.7570 -0.0651
O -0.3988 1.7434 -0.0513
S -2.4157 -0.5767 -0.0123
*
```

E_HOMO = -8.9 eV
Kohn-Sham gap = 8.285 eV
SMILES string = On1[nH]nnc1=S

***

Q:
Below is the molecule CH2N4OS, with properties calculated with ωB97M-V with the def2-TZVPD basis set.

Structure (ORCA input):
```
! wB97M-V def2-TZVPD RIJCOSX def2/J DEFGRID3
* xyz 0 1
C -0.4492 0.4718 -0.2191
H 2.1117 -0.0700 1.2376
H -1.1280 2.2293 -0.0423
N 0.5625 -0.4637 -0.5562
N -1.3591 -1.4768 0.0495
N -1.6208 -0.2575 -0.0112
N -0.2182 1.7145 -0.1461
O -0.0709 -1.7455 -0.2281
S 2.1720 -0.4021 -0.0842
*
```

E_HOMO = -10.1 eV
Kohn-Sham gap = 9.636 eV
SMILES string = [H]/N=c1\nnon1S

***

Stability summary: most stable Q, least stable P.